Record 1
Molecular formula: C46H107FI2N6O11P
Method: DFT, ωB97M-V with the def2-TZVPD basis set

XYZ file:
```
174
Properties=species:S:1:pos:R:3
C -1.298 3.067 4.855
C -2.388 2.517 5.803
C -2.144 1.049 6.172
C -2.419 0.133 4.981
C -2.010 -1.325 5.219
C -2.859 -2.288 4.396
C -2.356 -3.733 4.421
C -1.351 -4.073 3.323
C -2.009 -4.387 1.955
C -1.789 -3.259 0.935
C -2.117 -3.672 -0.527
C -0.832 -3.872 -1.302
N -0.916 -4.006 -2.819
I -2.000 -5.855 -3.115
C 0.497 -4.331 -3.321
C 0.970 -3.708 -4.660
C 2.402 -3.169 -4.500
O 3.180 -4.235 -4.013
C 4.261 -3.952 -3.164
O 4.578 -5.194 -2.630
C 5.879 -5.365 -2.083
C 5.810 -6.002 -0.704
O 7.041 -5.811 -0.030
P 1.164 -5.065 -5.974
O 1.159 -4.465 -7.332
O 0.213 -2.663 -5.187
C -1.136 -2.782 -4.997
F -1.580 -3.912 -5.677
C -1.595 -2.838 -3.522
C -3.139 -2.986 -3.618
C -3.922 -1.694 -3.942
C -4.438 -0.912 -2.722
O -4.140 0.463 -2.904
C -1.270 -1.466 -2.891
C 0.173 -1.097 -2.446
C 0.098 -0.358 -1.086
I 0.991 0.318 -3.840
H -1.591 2.823 3.832
H -1.195 4.148 4.918
H -0.348 2.580 5.073
H -2.442 3.154 6.686
H -3.346 2.579 5.282
H -1.121 0.942 6.543
H -2.802 0.810 7.014
H -1.854 0.538 4.138
H -3.479 0.224 4.732
H -0.968 -1.429 4.898
H -2.061 -1.534 6.288
H -3.880 -2.249 4.787
H -2.896 -1.902 3.373
H -1.843 -3.873 5.378
H -3.183 -4.443 4.426
H -0.671 -3.221 3.215
H -0.715 -4.904 3.630
H -1.656 -5.337 1.556
H -3.080 -4.424 2.160
H -2.459 -2.438 1.196
H -0.776 -2.865 1.035
H -2.711 -4.581 -0.463
H -2.748 -2.888 -0.931
H -0.111 -3.105 -1.035
H -0.403 -4.818 -0.964
H 1.211 -4.052 -2.544
H 0.592 -5.411 -3.389
H 2.467 -2.247 -3.919
H 2.721 -2.916 -5.519
H 3.987 -3.241 -2.372
H 5.101 -3.560 -3.751
H 6.427 -4.426 -1.990
H 6.449 -6.023 -2.740
H 5.715 -7.084 -0.775
H 4.980 -5.591 -0.127
H 6.994 -5.051 0.563
H 2.353 -5.739 -5.678
H 0.051 -5.911 -5.774
H -1.613 -1.909 -5.443
H -3.567 -3.401 -2.710
H -3.389 -3.690 -4.409
H -4.807 -2.017 -4.492
H -3.398 -1.022 -4.617
H -4.004 -1.300 -1.793
H -5.518 -1.057 -2.633
H -4.288 0.919 -2.073
H -1.892 -1.375 -2.005
H -1.566 -0.692 -3.594
H 0.863 -1.920 -2.298
H 1.077 -0.394 -0.597
H -0.583 -0.888 -0.413
H -0.212 0.675 -1.199
C -1.924 8.901 2.595
C -1.866 7.849 1.492
C -2.990 6.808 1.568
O -2.809 5.824 2.566
C -3.240 6.177 3.867
N -0.539 7.227 1.492
H -1.576 8.506 3.549
H -1.282 9.743 2.342
H -2.939 9.279 2.729
H -1.988 8.370 0.537
H -3.001 6.260 0.621
H -3.972 7.286 1.676
H -4.134 6.806 3.846
H -2.449 6.683 4.426
H -3.479 5.249 4.386
H -0.464 6.603 0.693
H -0.489 6.609 2.298
C -0.686 2.092 -9.593
C 0.032 1.163 -8.620
C -0.903 0.197 -7.879
O -1.645 0.786 -6.825
C -2.832 1.460 -7.212
N 0.841 1.973 -7.702
H -1.203 2.900 -9.075
H 0.034 2.552 -10.268
H -1.414 1.547 -10.196
H 0.717 0.541 -9.203
H -0.282 -0.570 -7.404
H -1.575 -0.320 -8.576
H -3.317 0.962 -8.056
H -2.635 2.503 -7.465
H -3.510 1.446 -6.358
H 1.406 1.356 -7.124
H 0.211 2.434 -7.049
C 8.867 -2.567 1.523
C 8.036 -2.061 0.349
C 7.910 -0.536 0.289
O 7.001 0.008 1.224
C 7.505 0.224 2.532
N 6.723 -2.722 0.379
H 8.320 -2.513 2.464
H 9.139 -3.611 1.368
H 9.788 -1.994 1.630
H 8.543 -2.375 -0.568
H 7.513 -0.265 -0.694
H 8.892 -0.054 0.381
H 8.555 0.527 2.511
H 7.393 -0.662 3.160
H 6.921 1.029 2.973
H 6.206 -2.474 -0.460
H 6.181 -2.310 1.134
C 1.877 5.235 -5.704
C 0.814 5.905 -4.839
C 1.216 6.058 -3.364
O 1.129 4.855 -2.619
C 2.245 3.996 -2.727
N -0.450 5.176 -4.995
H 1.914 4.157 -5.543
H 1.655 5.390 -6.759
H 2.868 5.647 -5.504
H 0.665 6.916 -5.229
H 0.513 6.746 -2.889
H 2.216 6.499 -3.265
H 3.186 4.550 -2.794
H 2.139 3.339 -3.592
H 2.270 3.374 -1.832
H -1.190 5.677 -4.513
H -0.365 4.301 -4.483
C -4.842 0.190 11.762
C -3.655 1.122 11.541
C -3.078 1.060 10.120
O -2.281 -0.077 9.849
C -2.991 -1.246 9.492
N -2.645 0.852 12.566
H -4.529 -0.848 11.871
H -5.367 0.465 12.676
H -5.552 0.250 10.934
H -4.010 2.146 11.688
H -2.411 1.916 9.987
H -3.873 1.154 9.366
H -3.887 -1.008 8.909
H -3.276 -1.832 10.370
H -2.327 -1.858 8.881
H -1.900 1.540 12.497
H -2.194 -0.029 12.337
```

As for the net charge: +1. As for the highest occupied orbital energy: -10.359 eV. The total energy comes out at -109096.26097 eV. For the strongest force on any atom, the calculation gives 0.0411 hartree/bohr.

Record 2
Molecular formula: C46H111N9O5
Method: DFT, ωB97M-V with the def2-TZVPD basis set

XYZ file:
```
171
Properties=species:S:1:pos:R:3
C -4.612 3.191 2.973
C -3.221 3.613 3.227
C -2.508 2.266 3.448
O -3.428 1.203 2.979
C -4.530 1.851 2.278
H -5.190 3.880 2.403
H -5.100 2.961 3.924
H -3.064 4.180 4.118
H -2.869 4.131 2.341
H -2.354 2.023 4.532
H -1.591 2.096 2.897
H -5.418 1.256 2.365
H -4.220 1.971 1.237
C 6.133 -1.763 4.286
C 4.835 -1.061 4.594
N 4.097 -0.661 3.429
C 2.667 -0.398 3.749
C 1.828 -1.649 3.989
C 4.721 0.570 2.819
C 4.374 0.686 1.301
H 6.049 -2.625 3.614
H 6.597 -2.065 5.253
H 6.825 -1.041 3.835
H 4.272 -1.744 5.212
H 5.087 -0.206 5.333
H 2.722 0.276 4.630
H 2.277 0.206 2.889
H 2.144 -2.145 4.929
H 0.787 -1.346 3.996
H 2.058 -2.367 3.209
H 5.820 0.489 2.893
H 4.401 1.458 3.377
H 4.783 1.549 0.863
H 3.304 0.617 1.111
H 4.931 -0.162 0.895
C 5.200 -2.137 -1.595
C 4.347 -3.067 -2.496
N 3.247 -3.772 -1.729
C 2.305 -4.425 -2.619
C 1.456 -3.411 -3.357
C 3.906 -4.710 -0.787
C 3.013 -4.885 0.393
H 5.741 -1.376 -2.169
H 5.925 -2.643 -0.982
H 4.606 -1.545 -0.911
H 3.932 -2.590 -3.374
H 5.008 -3.881 -2.875
H 1.713 -5.145 -2.042
H 2.869 -5.055 -3.361
H 0.526 -3.896 -3.753
H 1.940 -2.988 -4.207
H 1.159 -2.659 -2.629
H 4.132 -5.680 -1.284
H 4.793 -4.203 -0.498
H 2.822 -3.920 0.838
H 2.036 -5.290 0.159
H 3.504 -5.548 1.128
C 1.126 4.795 -1.356
C 1.259 3.409 -1.930
N 2.491 3.159 -2.730
C 2.497 1.804 -3.264
C 2.619 0.784 -2.114
C 2.668 4.120 -3.812
C 4.107 4.093 -4.350
H 0.210 4.912 -0.735
H 1.005 5.530 -2.176
H 1.947 5.023 -0.730
H 1.240 2.688 -1.120
H 0.315 3.194 -2.482
H 1.549 1.656 -3.797
H 3.313 1.663 -3.964
H 2.890 -0.228 -2.390
H 3.409 1.162 -1.487
H 1.676 0.697 -1.584
H 2.506 5.084 -3.376
H 1.945 3.945 -4.667
H 4.793 4.084 -3.492
H 4.284 4.973 -4.953
H 4.329 3.141 -4.900
C -0.142 -5.632 3.289
C -1.593 -5.219 2.887
N -1.702 -4.126 1.945
C -1.263 -4.585 0.623
C -1.853 -3.824 -0.619
C -1.180 -2.822 2.361
C -1.808 -2.123 3.589
H 0.307 -4.943 4.028
H 0.517 -5.726 2.425
H -0.180 -6.610 3.768
H -2.057 -6.090 2.476
H -2.169 -4.942 3.760
H -0.165 -4.422 0.551
H -1.380 -5.660 0.570
H -1.216 -4.061 -1.463
H -2.869 -4.104 -0.862
H -1.782 -2.734 -0.486
H -1.222 -2.138 1.519
H -0.124 -2.922 2.600
H -2.893 -2.054 3.459
H -1.381 -1.095 3.732
H -1.713 -2.730 4.489
C -1.946 6.260 -3.776
C -3.292 5.530 -3.700
N -3.104 4.121 -3.388
C -2.417 3.843 -2.137
C -3.242 4.189 -0.877
C -4.367 3.355 -3.616
C -4.269 1.832 -3.392
H -1.169 5.650 -4.217
H -1.620 6.501 -2.767
H -2.027 7.164 -4.396
H -4.010 6.123 -3.074
H -3.761 5.455 -4.682
H -2.029 2.807 -2.038
H -1.482 4.397 -2.099
H -2.643 4.061 0.040
H -3.623 5.215 -0.881
H -4.117 3.585 -0.703
H -4.614 3.534 -4.657
H -5.214 3.617 -2.921
H -5.181 1.404 -3.775
H -4.097 1.561 -2.348
H -3.501 1.367 -4.007
C -4.544 -1.555 0.237
C -5.351 -2.722 0.827
O -6.567 -2.761 0.810
N -4.588 -3.736 1.354
C -5.256 -4.772 2.070
H -5.135 -0.691 0.492
H -4.542 -1.763 -0.836
H -3.494 -1.504 0.525
H -3.588 -3.613 1.437
H -5.769 -5.479 1.420
H -6.030 -4.431 2.692
H -4.491 -5.365 2.598
C -1.053 0.476 -4.754
C -1.716 -0.427 -3.762
O -1.335 -0.499 -2.581
N -2.640 -1.268 -4.218
C -3.412 -1.159 -5.452
H -1.133 1.520 -4.427
H -1.460 0.378 -5.755
H 0.038 0.298 -4.678
H -3.083 -1.723 -3.413
H -2.725 -0.948 -6.258
H -4.206 -0.422 -5.393
H -3.867 -2.108 -5.606
C 1.937 3.341 1.698
C 1.910 3.344 3.217
O 2.674 4.044 3.836
N 0.993 2.525 3.829
C 1.087 2.300 5.250
H 0.937 3.372 1.314
H 2.345 2.361 1.393
H 2.594 4.171 1.326
H 0.597 1.859 3.179
H 2.027 1.820 5.535
H 0.317 1.586 5.518
H 0.840 3.245 5.729
C -1.283 1.448 0.313
C -0.399 0.358 0.873
O -0.017 0.271 2.050
N -0.002 -0.556 0.019
C 0.999 -1.562 0.296
H -1.532 1.206 -0.738
H -0.637 2.316 0.344
H -2.198 1.576 0.875
H -0.377 -0.444 -0.917
H 0.998 -1.705 1.375
H 2.034 -1.260 0.037
H 0.727 -2.451 -0.280
```

For the energy above the lowest of the compared OMol25 structures with the same formula, charge and spin, the calculation gives 0.000 eV. As for the highest occupied orbital energy: -8.234 eV. The total energy comes out at -73150.45370 eV. For the strongest force on any atom, the calculation gives 0.0493 hartree/bohr.